P | Here is a 2-piece molecular cluster, C5H12NO2 overall from OMol25. Energies are from ωB97M-V with the def2-TZVPD basis set.

XYZ file:
```
20
Properties=species:S:1:pos:R:3:nbo_charge:R:1
C 0.3186 2.0444 -0.4997 0.025
O -0.3416 1.5049 -1.4871 -0.928
C 0.6528 0.9351 0.5775 -0.430
C 0.2895 -0.5255 0.2936 -0.381
C 0.9165 -1.5848 1.2898 -0.266
C -0.8129 -3.1278 1.2599 -0.089
N 0.2444 -2.7326 0.7884 -0.373
H 1.4009 2.3797 -0.8094 0.057
H -0.2501 2.9784 -0.0414 0.080
H 0.1544 1.3833 1.5083 0.174
H 1.7576 0.7437 0.8874 0.150
H 0.4741 -0.7973 -0.7482 0.236
H -0.8410 -0.6423 0.3817 0.186
H 0.8947 -1.3312 2.3375 0.170
H 1.9854 -1.5486 1.0639 0.188
H -1.3319 -3.9969 0.7936 0.165
H -1.1020 -2.6609 2.2078 0.127
H -1.5589 1.9084 -3.7961 0.437
H -1.1522 2.3445 -2.5785 0.511
O -1.6984 2.7253 -3.4290 -1.040
```

Output
molecular weight	118.2	Da
spin multiplicity	1
net charge	-1
HOMO	-3.17	eV
HOMO-LUMO gap	6.691	eV

Q | Here is an isolated ion of composition C5H12NO2 and charge -1 from OMol25. Energies are from ωB97M-V with the def2-TZVPD basis set.

XYZ file:
```
20
Properties=species:S:1:pos:R:3:nbo_charge:R:1
C -1.1498 1.6522 1.4614 -0.398
N -0.0360 1.1445 0.6930 -0.699
C -0.0931 -0.2693 0.4173 -0.109
C 1.4007 -0.8138 0.5168 -0.028
O 2.1264 -0.1143 1.4259 -0.950
C -0.8207 -0.4935 -0.9237 0.096
C -0.5002 -1.7823 -1.6478 -0.621
O -0.5392 0.5808 -1.7997 -0.770
H -2.0855 1.5254 0.9159 0.173
H -1.0224 2.7280 1.6348 0.179
H -1.2754 1.1692 2.4468 0.156
H 0.8829 1.1920 1.2095 0.429
H -0.6365 -0.8366 1.1908 0.146
H 1.3116 -1.8837 0.7820 0.092
H 1.8583 -0.8055 -0.4962 0.088
H -1.9031 -0.5036 -0.7043 0.118
H 0.5744 -1.9772 -1.6782 0.215
H -0.9138 -1.7188 -2.6667 0.200
H -0.9257 -2.6634 -1.1706 0.190
H -0.1873 1.2642 -1.1813 0.493
```

Output
molecular weight	118.2	Da
spin multiplicity	1
net charge	-1
HOMO	-2.82	eV
HOMO-LUMO gap	6.801	eV
SMILES	CN[C@H](C[O-])[C@H](C)O

Stability summary: most stable Q, least stable P.

P | Here is a 2-piece molecular cluster, C5H12NO2 overall from OMol25. Energies are from ωB97M-V with the def2-TZVPD basis set.

XYZ file:
```
20
Properties=species:S:1:pos:R:3:nbo_charge:R:1
C 1.1863 0.3867 -0.3210 -0.197
C 1.3892 -0.8095 0.7073 -0.453
C 0.3149 -1.8077 0.5210 -0.129
C 0.5174 -2.9972 -0.0496 -0.458
N -0.1533 0.8947 -0.4743 -0.729
C -0.3262 2.3494 -0.1175 0.153
O -1.3158 2.8817 -0.8289 -0.948
H 1.5152 -0.0548 -1.2643 0.164
H 1.8746 1.1510 0.0423 0.176
H 1.2872 -0.4509 1.7375 0.198
H 2.3633 -1.2776 0.5359 0.183
H -0.6314 -1.4476 0.9020 0.207
H -0.3036 -3.7024 -0.1205 0.189
H 1.4915 -3.2726 -0.4258 0.180
H -0.6148 0.6563 -1.3293 0.377
H -0.5947 2.2959 0.9857 0.055
H 0.6479 2.9065 -0.2073 0.059
H -2.4810 0.2458 0.2076 0.464
H -2.8639 1.4558 -0.3451 0.505
O -3.3028 0.5965 -0.1559 -0.994
```

Output
molecular weight	118.2	Da
spin multiplicity	1
net charge	-1
HOMO	-2.96	eV
HOMO-LUMO gap	6.553	eV

Q | Here is an isolated ion of composition C5H12NO2 and charge -1 from OMol25. Energies are from ωB97M-V with the def2-TZVPD basis set.

XYZ file:
```
20
Properties=species:S:1:pos:R:3:nbo_charge:R:1
C -2.4200 0.0362 -1.7482 -0.424
N -1.8467 0.0657 -0.2604 -0.641
C -0.2890 -0.2308 -0.2266 -0.070
C -0.0378 -0.8218 1.2391 -0.045
O -0.7081 -1.9543 1.2774 -0.982
C 0.4618 1.1596 -0.3042 -0.485
C 2.0482 1.0129 -0.4371 -0.055
O 2.8076 0.5906 0.6574 -0.750
H -1.9832 0.7857 -2.2767 0.174
H -2.4106 -0.8704 -2.2463 0.167
H -3.5156 0.3387 -1.6119 0.174
H -2.2388 -0.6407 0.2260 0.367
H -0.1703 -0.9438 -1.0388 0.172
H 1.0842 -1.0214 1.3316 0.094
H -0.5137 -0.1867 2.0684 0.100
H 0.1075 1.4880 -1.2937 0.195
H -0.0960 1.7230 0.4687 0.228
H 2.1859 0.1834 -1.1441 0.168
H 2.7466 1.9441 -0.7686 0.141
H 2.3555 0.7136 1.4918 0.474
```

Output
molecular weight	118.2	Da
spin multiplicity	1
net charge	-1
HOMO	-2.24	eV
HOMO-LUMO gap	6.070	eV
SMILES	CN[C@H](C[O-])CCO

Stability summary: most stable P, least stable Q.

P | Here is a 8-piece molecular cluster, H16O8 overall from OMol25. Energies are from ωB97M-V with the def2-TZVPD basis set.

XYZ file:
```
24
Properties=species:S:1:pos:R:3:nbo_charge:R:1
O 2.0341 2.1673 1.1230 -0.976
H 1.3939 1.4719 0.9720 0.492
H 2.0770 2.2513 2.0755 0.462
O 0.8970 0.4565 -2.6142 -0.983
H 0.9813 -0.3710 -2.1406 0.502
H 1.7899 0.6699 -2.8853 0.478
O -2.1624 0.1857 -1.6169 -0.953
H -2.7194 0.6765 -1.0127 0.462
H -1.3608 0.7050 -1.6800 0.487
O 0.9495 -1.4960 4.1888 -0.937
H 0.9121 -0.7106 3.6428 0.472
H 1.4429 -2.1282 3.6662 0.465
O 0.3825 -2.0918 -1.7178 -0.953
H -0.0684 -2.7938 -2.1869 0.486
H 0.6757 -2.4980 -0.9021 0.481
O -1.9474 -1.2299 1.3163 -0.943
H -2.5896 -0.8161 0.7396 0.487
H -2.0861 -2.1692 1.1951 0.482
O 0.3327 0.0789 0.7167 -0.997
H -0.4197 -0.4379 1.0046 0.505
H 0.1396 0.2966 -0.1952 0.481
O -0.6007 2.5265 -1.1895 -0.978
H -0.0062 2.1590 -1.8435 0.490
H -0.0474 3.0970 -0.6559 0.488
```

Output
molecular weight	144.1	Da
spin multiplicity	1
net charge	0
HOMO	-10.85	eV
HOMO-LUMO gap	10.917	eV
SMILES	O.O.O.O.O.O.O.O

Q | Here is a 8-piece molecular cluster, H16O8 overall from OMol25. Energies are from ωB97M-V with the def2-TZVPD basis set.

XYZ file:
```
24
Properties=species:S:1:pos:R:3:nbo_charge:R:1
O -1.2384 -1.7098 2.6777 -0.950
H -1.0015 -2.5743 3.0289 0.463
H -0.5497 -1.5065 2.0269 0.485
O 2.4809 1.8402 -1.2642 -0.961
H 2.7076 2.6007 -0.7204 0.490
H 3.2220 1.7747 -1.8822 0.484
O -3.3826 -1.0385 -0.7093 -0.953
H -2.5816 -1.1184 -0.1740 0.487
H -4.0590 -1.5018 -0.2053 0.465
O 1.2673 -0.4276 -2.4156 -0.978
H 1.1824 -0.2423 -3.3577 0.488
H 1.6962 0.3781 -2.0575 0.496
O -2.6571 1.3638 2.6898 -0.933
H -2.3066 2.1475 3.1213 0.453
H -2.0269 1.1690 1.9891 0.479
O -0.1835 2.2686 1.3072 -0.956
H -0.1939 3.1601 1.6749 0.489
H 0.7330 2.1096 1.0668 0.473
O -0.2882 -0.3272 0.1092 -0.981
H 0.3043 -0.4318 -0.6620 0.494
H -0.2078 0.5956 0.3885 0.476
O 2.2031 -3.1381 -2.0041 -0.958
H 1.9121 -2.2104 -2.0427 0.488
H 2.9681 -3.1812 -2.5856 0.458
```

Output
molecular weight	144.1	Da
spin multiplicity	1
net charge	0
HOMO	-10.47	eV
HOMO-LUMO gap	9.981	eV
SMILES	O.O.O.O.O.O.O.O

R | Here is a 8-piece molecular cluster, H16O8 overall from OMol25. Energies are from ωB97M-V with the def2-TZVPD basis set.

XYZ file:
```
24
Properties=species:S:1:pos:R:3:nbo_charge:R:1
O -3.3804 -0.2990 1.7716 -0.972
H -2.8825 0.2859 1.1631 0.493
H -3.9645 0.2908 2.2596 0.476
O -1.7742 1.5503 0.3131 -0.980
H -0.8556 1.8502 0.3817 0.501
H -2.2366 2.2692 -0.1357 0.492
O 2.4101 -1.8811 0.8399 -0.963
H 2.9495 -1.6276 1.5993 0.486
H 2.7715 -2.7261 0.5474 0.492
O -1.7483 -0.7261 -2.0341 -0.955
H -1.1868 -0.3321 -1.3465 0.485
H -2.6005 -0.8693 -1.6082 0.464
O -0.6853 -0.3719 2.7947 -0.963
H -0.8551 0.5442 3.0375 0.465
H -1.4914 -0.6488 2.3236 0.493
O 3.9141 0.3163 -1.3322 -0.937
H 3.3335 -0.3433 -0.9303 0.471
H 3.7497 1.1247 -0.8340 0.466
O 0.5284 0.0040 -0.2047 -0.999
H -0.1425 -0.0499 0.4876 0.483
H 1.2781 -0.4982 0.1572 0.503
O 1.2051 0.6910 -3.3881 -0.945
H 1.4168 0.6487 -2.4480 0.475
H 0.2468 0.7980 -3.4148 0.469
```

Output
molecular weight	144.1	Da
spin multiplicity	1
net charge	0
HOMO	-10.64	eV
HOMO-LUMO gap	10.585	eV
SMILES	O.O.O.O.O.O.O.O

S | Here is a 8-piece molecular cluster, H16O8 overall from OMol25. Energies are from ωB97M-V with the def2-TZVPD basis set.

XYZ file:
```
24
Properties=species:S:1:pos:R:3:nbo_charge:R:1
O 0.3690 0.0961 -1.3312 -1.042
H 0.1943 1.0568 -1.1586 0.514
H -0.3540 -0.5954 -1.2331 0.507
O -0.9414 2.7119 -0.6449 -0.981
H -0.0750 2.7449 -0.2603 0.497
H -0.9622 3.3632 -1.3951 0.482
O 2.9317 -0.2710 -0.2598 -0.962
H 2.1624 -0.5799 -0.5259 0.479
H 3.6937 -0.6667 -0.7263 0.478
O 1.5536 2.0658 0.6792 -1.005
H 2.1875 1.9122 -0.0532 0.498
H 1.2542 1.2153 1.0970 0.515
O -2.8299 0.6080 1.2427 -0.960
H -2.0207 1.0455 0.9904 0.486
H -2.7433 0.6241 2.2374 0.487
O 0.1744 -2.9307 0.0042 -0.961
H 0.7950 -2.5858 -0.6252 0.472
H -0.7584 -2.6516 -0.2348 0.509
O -2.2299 -1.4009 -0.8412 -1.003
H -2.4404 -0.7060 -0.1840 0.520
H -2.9904 -1.7545 -1.2480 0.491
O 0.8476 -0.8927 1.6951 -1.006
H 0.4176 -1.4264 0.9835 0.498
H 1.7646 -0.9822 1.7922 0.484
```

Output
molecular weight	144.1	Da
spin multiplicity	1
net charge	0
HOMO	-10.81	eV
HOMO-LUMO gap	11.192	eV
SMILES	O.O.O.O.O.O.O.O

Stability summary: most stable P, least stable Q.